The following is a quantum chemistry calculation of an isolated molecule of C5H8O, from OMol25.

```
14
Properties=species:S:1:pos:R:3
C -1.214 -1.063 -0.517
C -0.598 0.317 -0.557
C -0.366 1.068 0.713
C 0.815 0.628 -0.131
C 1.802 -0.340 0.406
O 1.664 -1.541 0.479
H -0.907 -1.624 0.367
H -2.306 -0.967 -0.507
H -0.932 -1.647 -1.397
H -0.926 0.918 -1.404
H -0.530 0.529 1.642
H -0.559 2.134 0.767
H 1.318 1.446 -0.637
H 2.737 0.142 0.776
```

Results
Energy above the lowest of the compared OMol25 structures with the same formula, charge and spin ... 28.67 kcal per mole
Calculated total energy ... -7361.0119 eV
HOMO level ... -9.6997 eV
Net charge ... 0
HOMO-LUMO gap ... 10.71 eV